{"formula": "C15H30Br4O5", "method": "ωB97M-V/def2-TZVPD", "elements": ["Br", "Br", "Br", "Br", "O", "O", "O", "O", "O", "C", "C", "C", "C", "C", "C", "C", "C", "C", "C", "C", "C", "C", "C", "C", "H", "H", "H", "H", "H", "H", "H", "H", "H", "H", "H", "H", "H", "H", "H", "H", "H", "H", "H", "H", "H", "H", "H", "H", "H", "H", "H", "H", "H", "H"], "positions_angstrom": [[-5.277, -1.781, -7.395], [-1.892, 0.020, -3.767], [-2.081, -4.787, -5.703], [1.667, -0.771, -4.941], [-4.437, -2.888, 0.025], [4.282, 3.731, 0.139], [2.729, -0.144, 4.446], [0.439, 0.060, 4.001], [2.771, 1.944, 0.185], [2.826, 1.121, 5.076], [-6.806, -2.946, 0.351], [3.481, 4.722, 0.747], [1.553, -1.859, 3.228], [0.716, -1.078, -3.166], [-2.938, -3.379, -6.884], [-0.257, 0.089, -2.714], [3.877, 2.451, -0.059], [-5.397, -2.455, 0.622], [-5.211, -1.302, 1.557], [3.906, 6.180, 0.519], [2.298, 0.953, 6.532], [1.513, -0.553, 3.955], [5.119, 1.676, -0.542], [-4.413, -3.388, -6.579], [2.290, -1.929, 2.429], [-5.005, -4.283, -6.770], [0.556, -2.023, 2.820], [-7.248, -2.229, -0.340], [2.897, 0.159, 6.978], [1.227, 0.755, 6.569], [-6.147, -0.743, 1.536], [-2.450, -2.439, -6.626], [3.539, 4.574, 1.825], [3.875, 6.289, -0.565], [3.278, 6.821, 1.138], [2.340, 1.888, 4.473], [3.880, 1.390, 5.146], [-4.384, -0.644, 1.294], [5.809, 2.293, -1.117], [-0.565, -0.030, -1.675], [1.471, -1.036, -2.381], [-4.551, -3.394, -5.498], [-4.989, -1.711, 2.543], [2.452, 1.834, 7.154], [4.950, 6.347, 0.783], [-6.862, -3.956, -0.056], [-2.677, -3.429, -7.941], [0.343, -2.102, -3.198], [4.737, 0.844, -1.133], [-7.429, -3.126, 1.227], [5.697, 1.302, 0.303], [1.795, -2.630, 3.960], [2.486, 4.534, 0.345], [0.219, 1.059, -2.857]], "nbo_charge": [-0.025, -0.019, -0.039, -0.049, -0.540, -0.523, -0.514, -0.603, -0.604, -0.069, -0.730, -0.065, -0.716, -0.403, -0.416, -0.450, 0.809, 0.588, -0.716, -0.625, -0.637, 0.797, -0.714, -0.445, 0.238, 0.233, 0.242, 0.238, 0.210, 0.226, 0.214, 0.234, 0.172, 0.213, 0.226, 0.195, 0.186, 0.242, 0.235, 0.237, 0.218, 0.230, 0.241, 0.211, 0.212, 0.237, 0.228, 0.233, 0.231, 0.226, 0.240, 0.234, 0.192, 0.233], "orbital_gap_ev": 9.99, "de_lowest_kcal_mol": 39.68, "smiles": "CCOC(C)=O.CCOC(C)=O.CC(C)=O.BrCCBr.BrCCBr", "mol_weight_g_mol": 610.02, "multiplicity": 1, "homo_energy_ev": -9.5}

{"formula": "C15H30BrNO9P", "method": "ωB97M-V/def2-TZVPD", "elements": ["Br", "P", "O", "O", "O", "O", "O", "O", "O", "O", "O", "N", "C", "C", "C", "C", "C", "C", "C", "C", "C", "C", "C", "C", "C", "C", "C", "H", "H", "H", "H", "H", "H", "H", "H", "H", "H", "H", "H", "H", "H", "H", "H", "H", "H", "H", "H", "H", "H", "H", "H", "H", "H", "H", "H", "H", "H"], "positions_angstrom": [[-1.301, -0.592, 3.330], [-2.202, 0.913, 1.940], [-1.446, 1.985, -0.209], [0.169, -7.943, -0.886], [-0.723, 5.176, 3.406], [0.016, -5.863, -1.753], [-0.183, 6.848, 2.149], [1.156, -7.528, -2.764], [-1.532, 2.269, 2.582], [-0.141, 7.124, 4.391], [1.455, -0.996, -2.363], [0.707, -0.634, -1.396], [-1.158, 0.222, -2.782], [-0.753, -0.740, -1.657], [-0.630, -7.504, 0.219], [-0.918, 4.597, 4.708], [0.233, 8.212, 2.011], [1.337, 0.355, -0.467], [0.413, 0.687, 0.725], [2.596, -0.315, 0.081], [1.493, -6.610, -3.812], [-1.509, -0.477, -0.356], [1.742, 1.610, -1.273], [-1.030, -2.175, -2.097], [0.408, -7.001, -1.797], [-1.071, 0.742, 0.431], [-0.332, 6.447, 3.414], [3.227, -0.636, -0.746], [1.197, 8.366, 2.493], [-2.099, -2.386, -2.020], [0.734, 1.649, 1.133], [0.013, 4.617, 5.272], [-0.658, -0.074, -3.704], [-0.134, -6.692, 0.748], [2.761, 1.515, -1.645], [-2.576, -0.412, -0.586], [-0.733, -8.373, 0.862], [2.348, -1.181, 0.696], [2.055, -5.767, -3.413], [-0.683, 2.365, -0.656], [3.153, 0.401, 0.690], [-1.685, 5.141, 5.255], [-2.238, 0.174, -2.934], [-0.715, -2.338, -3.126], [-1.604, -7.164, -0.127], [0.592, -6.240, -4.297], [1.700, 2.504, -0.646], [-1.368, 2.904, 1.866], [-1.368, -1.339, 0.306], [-0.491, -2.883, -1.468], [2.098, -7.180, -4.510], [-0.500, 8.880, 2.457], [1.107, 1.760, -2.145], [0.579, -0.046, 1.518], [-1.228, 3.578, 4.510], [-0.909, 1.258, -2.573], [0.308, 8.383, 0.942]], "nbo_charge": [-0.273, 1.094, -0.760, -0.493, -0.504, -0.649, -0.500, -0.493, -1.015, -0.641, -0.415, 0.032, -0.617, 0.101, -0.255, -0.262, -0.255, 0.101, -0.469, -0.606, -0.256, -0.459, -0.638, -0.605, 0.979, -0.037, 0.979, 0.239, 0.194, 0.209, 0.224, 0.190, 0.227, 0.193, 0.234, 0.231, 0.197, 0.214, 0.197, 0.484, 0.210, 0.191, 0.218, 0.227, 0.193, 0.193, 0.204, 0.515, 0.233, 0.233, 0.196, 0.194, 0.219, 0.246, 0.219, 0.202, 0.195], "orbital_gap_ev": [8.58, 9.54], "mol_weight_g_mol": 479.28, "multiplicity": 2, "s2": 0.7540, "homo_energy_ev": [-8.1, -9.1]}